C29H28ClIrN4O5S | ωB97M-V/def2-TZVPD

**Net charge**: +3
**Spin multiplicity**: 6
**⟨S²⟩**: 8.78
**Orbital gap (alpha / beta)**: 7.73 / 4.00 eV

Geometry (Å):
Ir  0.313  -0.071  0.134
O  3.223  5.148  0.502
C  1.953  5.371  0.210
O  1.428  6.433  0.117
C  1.034  4.101  -0.096
C  -0.245  4.210  -0.591
Cl  -1.232  5.519  -0.928
N  -0.735  2.934  -0.659
N  0.141  2.071  -0.217
C  1.216  2.718  0.142
C  2.322  1.954  0.698
O  3.350  2.468  1.045
O  2.136  0.661  0.755
C  -1.948  2.517  -1.157
C  -2.382  3.223  -2.372
C  -3.606  2.778  -2.905
C  -4.236  1.707  -2.237
C  -3.769  1.014  -1.126
C  -2.564  1.417  -0.586
H  3.437  4.214  0.558
H  -1.772  3.905  -2.917
H  -4.042  3.189  -3.792
H  -5.171  1.319  -2.673
H  -4.368  0.185  -0.721
H  -2.212  1.030  0.347
O  -0.845  0.128  1.865
C  -0.593  -0.613  2.874
C  0.390  -0.190  3.874
C  -0.472  0.496  4.936
C  -1.997  0.767  4.686
C  -3.022  -0.368  4.526
C  -2.876  -1.154  3.222
N  -1.418  -1.618  3.148
H  1.118  0.502  3.499
H  0.966  -1.039  4.315
H  -0.076  1.502  5.113
H  -0.354  0.035  5.906
H  -2.061  1.429  3.780
H  -2.353  1.356  5.530
H  -4.031  0.101  4.595
H  -2.965  -1.093  5.354
H  -3.093  -0.504  2.368
H  -3.544  -2.025  3.213
H  -1.172  -2.117  3.998
N  0.588  -2.078  0.109
S  1.413  -3.064  -0.888
C  2.944  -2.258  -1.295
C  3.793  -1.935  -0.212
C  5.032  -1.412  -0.460
C  5.457  -1.254  -1.786
C  4.705  -1.704  -2.863
C  3.402  -2.177  -2.633
C  0.539  -3.211  -2.440
C  -0.125  -4.455  -2.533
C  -0.947  -4.708  -3.628
C  -1.074  -3.748  -4.621
C  -0.447  -2.508  -4.524
C  0.346  -2.226  -3.429
H  -0.083  -2.645  0.617
H  3.418  -2.089  0.822
H  5.702  -1.150  0.358
H  6.452  -0.909  -1.937
H  5.093  -1.633  -3.867
H  2.791  -2.494  -3.483
H  -0.022  -5.249  -1.761
H  -1.481  -5.626  -3.676
H  -1.680  -4.008  -5.495
H  -0.523  -1.798  -5.342
H  0.830  -1.268  -3.360

Atomic partial charges in e from the natural (NBO) method, atoms 1 to 2: 1.521 -0.619